Computed, not measured: C44H41IN7O6Ru as an isolated structure, with ωB97M-V/def2-TZVPD.

Last column: Löwdin charge in e.
Element x y z (Å)
Ru: -0.64428 -0.80748 -1.34446  1.329
C: 0.50938 1.23584 5.00010  0.027
C: 0.86979 1.61722 3.57955  -0.572
C: 1.68701 2.88698 3.46283  0.027
O: -0.34076 1.73456 2.84629  -0.021
C: -0.26487 0.94761 1.65585  -0.160
C: 0.76897 -0.11373 2.02069  -0.155
O: 1.60117 0.57804 2.95035  -0.020
C: 1.67807 -0.63490 0.88501  -0.366
O: 0.88091 -1.26566 -0.08440  -0.309
C: 2.56189 0.51389 0.37800  -0.115
C: 3.81811 0.75351 0.93277  -0.014
C: 4.59623 1.82426 0.52153  -0.070
C: 4.13594 2.68875 -0.46328  -0.089
C: 2.88983 2.46362 -1.02563  -0.073
C: 2.12039 1.38977 -0.60218  -0.054
C: 2.57122 -1.77526 1.39451  -0.148
C: 2.65111 -2.18525 2.71842  -0.019
C: 3.46468 -3.25594 3.08221  -0.080
C: 4.21525 -3.92323 2.13078  -0.098
C: 4.14848 -3.51286 0.80275  -0.075
C: 3.33462 -2.45477 0.44318  -0.025
C: -1.71781 0.54738 1.31569  -0.401
O: -1.76694 -0.44532 0.34051  -0.334
C: -2.45723 1.78863 0.76892  -0.157
C: -3.70508 1.57021 0.18659  -0.066
C: -4.42002 2.59678 -0.40359  -0.079
C: -3.89752 3.88638 -0.42331  -0.097
C: -2.67112 4.12504 0.17392  -0.083
C: -1.96237 3.08806 0.77694  -0.032
C: -2.40272 0.02261 2.58133  -0.124
C: -2.23003 -1.30659 2.96510  -0.037
C: -2.82284 -1.80753 4.11347  -0.083
C: -3.61769 -0.98833 4.90454  -0.098
C: -3.80900 0.33113 4.52785  -0.076
C: -3.20872 0.82716 3.37750  -0.016
H: -0.12300 2.00308 5.44753  0.093
H: 1.41103 1.12402 5.60295  0.091
H: -0.04231 0.29491 4.99358  0.090
H: 1.15055 3.72492 3.90938  0.091
H: 1.88017 3.09576 2.40962  0.089
H: 2.64425 2.76897 3.97148  0.093
H: 0.13334 1.55840 0.83874  0.133
H: 0.28949 -0.96282 2.51714  0.145
H: 4.19195 0.09811 1.70797  0.122
H: 5.56813 1.98225 0.97126  0.103
H: 4.74589 3.51913 -0.79437  0.100
H: 2.51996 3.11609 -1.80806  0.102
H: 1.16094 1.21413 -1.06370  0.050
H: 2.09841 -1.66316 3.48679  0.109
H: 3.51402 -3.55841 4.12075  0.100
H: 4.85352 -4.74903 2.41737  0.098
H: 4.74102 -4.01665 0.04911  0.101
H: 3.28914 -2.12823 -0.58822  0.110
H: -4.10370 0.56408 0.19860  0.086
H: -5.38530 2.39290 -0.85247  0.105
H: -4.44887 4.69570 -0.88517  0.101
H: -2.25830 5.12633 0.18230  0.103
H: -1.01369 3.30571 1.24829  0.113
H: -1.62785 -1.96573 2.35066  0.098
H: -2.66226 -2.84156 4.39303  0.099
H: -4.08464 -1.37722 5.80004  0.098
H: -4.42647 0.98436 5.13140  0.101
H: -3.35408 1.86634 3.11307  0.120
N: -0.87785 -2.66821 -0.58183  -0.057
N: -1.27090 -3.82355 -1.27334  0.051
C: -1.57637 -3.73578 -2.59929  -0.438
N: -2.16520 -4.79693 -3.15086  0.206
N: -1.21674 -2.58908 -3.14030  0.072
N: -1.40712 -2.41626 -4.50167  -0.424
O: -1.56316 -3.37804 -5.24679  0.034
O: -1.34932 -1.27589 -4.87596  0.068
H: 0.04351 -2.77004 -0.12980  0.110
H: -1.57430 -2.33177 0.08969  0.089
H: -1.72570 -4.53588 -0.72427  0.154
H: -2.29163 -5.63225 -2.60679  0.120
H: -2.19239 -4.83300 -4.15921  0.096
N: 5.07840 -0.87517 -6.16413  0.140
C: 4.19173 -0.84631 -5.43301  -0.190
C: 3.07509 -0.80973 -4.52120  -0.243
C: 2.77347 -1.91788 -3.73211  -0.036
C: 1.70749 -1.86251 -2.85468  -0.130
C: 0.89029 -0.72946 -2.72422  -0.264
C: 1.21937 0.35497 -3.54027  -0.121
C: 2.29157 0.33059 -4.42061  -0.032
H: 3.38295 -2.80981 -3.80848  0.116
H: 1.51521 -2.72993 -2.23273  0.086
H: 0.63265 1.26366 -3.51297  0.074
H: 2.52347 1.19369 -5.03126  0.117
I: -4.11686 -1.03378 -2.49218  1.011
C: -2.92860 0.64226 -2.91106  -0.743
C: -3.43446 1.54980 -3.82350  -0.125
C: -2.81432 2.78479 -3.93058  -0.038
C: -1.74312 3.07801 -3.10888  -0.035
C: -1.27171 2.08642 -2.26793  -0.139
N: -1.82312 0.86841 -2.20196  -0.048
H: -4.31016 1.30274 -4.40381  0.096
H: -3.19345 3.52035 -4.62790  0.117
H: -1.26608 4.04725 -3.11191  0.119
H: -0.43810 2.26530 -1.60364  0.103

Its frontier orbital gap (alpha / beta) is 7.48 / 7.64 eV. The lowest unoccupied orbital energy (alpha / beta) comes out at -0.48 / -0.42 eV. Its energy above the lowest of the compared OMol25 structures with the same formula, charge and spin is 15.06 kcal/mol. Its expectation value of S² is 0.761. As for the spin multiplicity: 2.

=====

Computed, not measured: C44H42I2N4PdS2 as an isolated structure, with ωB97M-V/def2-TZVPD.

Last column: Löwdin charge in e.
Element x y z (Å)
Pd: 1.27463 0.11261 -0.80288  0.270
S: 2.81858 -1.28195 -2.47094  0.369
C: 4.29641 -1.41581 -1.53925  -0.673
C: 5.26792 -2.27183 -2.05182  -0.077
C: 6.44653 -2.54614 -1.36996  -0.212
C: 7.39946 -3.45494 -1.92407  -0.206
N: 8.15219 -4.19650 -2.38312  0.128
C: 6.66343 -1.90389 -0.13408  -0.205
C: 5.71634 -1.03809 0.37071  -0.075
C: 4.49979 -0.76602 -0.29253  -0.717
S: 3.37963 0.30143 0.45027  0.584
C: 7.86530 -2.14413 0.61452  -0.190
N: 8.82260 -2.33829 1.22251  0.138
H: 5.09091 -2.74070 -3.01068  0.105
H: 5.89355 -0.55821 1.32391  0.106
C: 1.90566 2.02339 3.50092  -0.077
C: 0.68487 1.27909 2.96063  -0.375
C: -0.60534 1.91822 3.47676  -0.049
C: 0.74893 -0.20583 3.27491  -0.139
C: 1.05040 -0.64414 4.55934  -0.050
C: 1.15780 -1.99533 4.84511  -0.100
C: 1.01513 -2.92086 3.82211  -0.056
C: 0.71130 -2.52867 2.52275  -0.150
C: 0.66856 -3.57880 1.42971  -0.364
C: 1.82797 -3.37927 0.45306  -0.070
C: -0.66232 -3.68180 0.68201  -0.059
C: 0.51206 -1.16360 2.27011  -0.192
N: 0.09191 -0.71050 1.00358  0.052
C: -1.19164 -0.42971 0.86195  -0.210
C: -1.65517 0.26498 -0.30134  -0.203
N: -0.80815 0.61621 -1.24819  0.023
C: -1.23773 1.49500 -2.26769  -0.206
C: -1.68159 0.98112 -3.49393  -0.155
C: -1.99700 1.87451 -4.51039  -0.045
C: -1.88308 3.24287 -4.31879  -0.088
C: -1.47500 3.73382 -3.09113  -0.056
C: -1.15885 2.87611 -2.04425  -0.142
C: -0.72635 3.42566 -0.69676  -0.368
C: -1.68890 4.50195 -0.19174  -0.071
C: 0.70849 3.94970 -0.73694  -0.082
C: -1.80068 -0.51809 -3.68774  -0.371
C: -0.48153 -1.11195 -4.18259  -0.072
C: -2.95047 -0.91215 -4.61277  -0.086
C: -3.10427 0.49652 -0.15931  -0.063
C: -4.07811 1.10834 -0.90538  0.004
C: -5.41183 1.11152 -0.41044  -0.083
C: -5.76246 0.53190 0.78022  -0.048
C: -4.76870 -0.10474 1.57588  -0.173
C: -4.96130 -0.74454 2.83166  -0.048
C: -3.89143 -1.30615 3.47803  -0.080
C: -2.57163 -1.28257 2.94859  -0.005
C: -2.35941 -0.67666 1.73667  -0.087
C: -3.47642 -0.09808 1.07605  -0.090
H: 1.88969 3.05968 3.15394  0.075
H: 2.82709 1.56369 3.14531  0.051
H: 1.91569 2.04220 4.59523  0.065
H: 0.69840 1.37183 1.87205  0.102
H: -0.67657 1.81829 4.56501  0.077
H: -1.49039 1.45496 3.04073  0.066
H: -0.62274 2.98433 3.23380  0.072
H: 1.20998 0.08569 5.34547  0.102
H: 1.38508 -2.32629 5.85178  0.088
H: 1.15025 -3.97786 4.02776  0.101
H: 0.82399 -4.53622 1.94207  0.118
H: 1.73757 -2.42480 -0.06808  0.014
H: 1.83864 -4.17472 -0.29767  0.079
H: 2.78798 -3.38240 0.97370  0.086
H: -0.80981 -2.82922 0.01917  0.069
H: -1.51016 -3.72994 1.36950  0.074
H: -0.66506 -4.58689 0.06837  0.073
H: -2.32279 1.49858 -5.47307  0.100
H: -2.09391 3.92526 -5.13291  0.094
H: -1.37165 4.80322 -2.95125  0.107
H: -0.75530 2.60125 0.01808  0.111
H: -1.63539 5.40694 -0.80235  0.068
H: -1.42974 4.78287 0.83242  0.068
H: -2.72217 4.14728 -0.19894  0.073
H: 0.83086 4.70844 -1.51341  0.038
H: 1.41575 3.14829 -0.95493  0.019
H: 0.97595 4.38881 0.22927  0.073
H: -2.00500 -0.95145 -2.70551  0.126
H: -0.19250 -0.66209 -5.13624  0.087
H: -0.57228 -2.19300 -4.32088  0.078
H: 0.31846 -0.92456 -3.46732  -0.016
H: -2.74033 -0.64684 -5.65224  0.067
H: -3.88593 -0.42860 -4.32303  0.075
H: -3.09828 -1.99413 -4.57943  0.072
H: -3.85644 1.58698 -1.85026  0.106
H: -6.17575 1.59846 -1.00577  0.093
H: -6.79103 0.55919 1.12269  0.098
H: -5.95128 -0.78036 3.27300  0.098
H: -4.04646 -1.78722 4.43708  0.093
H: -1.76538 -1.72920 3.51629  0.103
I: 2.63287 1.21247 -3.13072  0.337
I: 2.46708 4.12214 -4.30199  -0.391

Its frontier orbital gap (alpha / beta) is 5.34 / 6.27 eV. The lowest unoccupied orbital energy (alpha / beta) comes out at 3.83 / 3.90 eV. Its energy above the lowest of the compared OMol25 structures with the same formula, charge and spin is 0.00 kcal/mol. The total charge is -2. Its expectation value of S² is 2.026. As for the spin multiplicity: 3.